# 1
{
  "formula": "C29H30CrN9O3P",
  "method": "ωB97M-V with the def2-TZVPD basis set",
  "gap_ev": [6.31, 6.21],
  "charge": 1,
  "de_lowest_kj_mol": 72.60,
  "multiplicity": 4,
  "elements": ["Cr", "P", "O", "O", "O", "N", "N", "N", "N", "N", "N", "N", "N", "N", "C", "C", "C", "C", "C", "C", "C", "C", "C", "C", "C", "C", "C", "C", "C", "C", "C", "C", "C", "C", "C", "C", "C", "C", "C", "C", "C", "C", "C", "H", "H", "H", "H", "H", "H", "H", "H", "H", "H", "H", "H", "H", "H", "H", "H", "H", "H", "H", "H", "H", "H", "H", "H", "H", "H", "H", "H", "H", "H"],
  "xyz": [[-0.347, -1.429, 1.455], [2.301, -2.745, -0.490], [0.692, 4.454, -3.564], [-1.243, -2.464, 2.699], [-0.417, 0.127, 2.611], [-3.842, 3.998, 0.913], [1.853, -0.387, -1.958], [-0.353, -3.123, 0.324], [-1.956, -0.486, 0.658], [-3.690, 4.515, -0.194], [1.518, -1.899, 2.063], [0.646, -0.509, -0.103], [3.702, -2.202, 1.902], [0.470, -4.892, -0.705], [-3.139, 2.939, 1.417], [-1.286, 4.192, -0.478], [-2.155, 0.728, 1.224], [-1.350, 0.979, 2.377], [-2.574, 4.372, -0.997], [3.445, -1.724, 3.150], [-1.807, -2.237, 3.923], [-2.564, 3.046, 2.687], [1.506, -1.160, -0.894], [-2.624, -0.757, -0.457], [2.021, 4.475, -3.094], [2.094, -1.543, 3.237], [-2.711, 4.605, -2.372], [-0.817, -5.179, -0.374], [-0.327, 4.437, -2.668], [1.187, 0.787, -1.830], [0.449, 0.704, -0.684], [-1.650, 2.118, 3.144], [0.725, -3.639, -0.259], [-1.613, 4.607, -3.196], [-3.012, 1.717, 0.689], [-3.684, 1.400, -0.504], [-0.177, 4.249, -1.296], [2.506, -2.311, 1.266], [4.984, -2.502, 1.330], [2.739, -0.768, -3.021], [-1.314, -4.077, 0.265], [-3.483, 0.157, -1.064], [1.413, -5.741, -1.380], [2.610, -0.090, -3.863], [2.243, 3.627, -2.438], [-1.141, 4.062, 0.584], [0.986, -6.734, -1.506], [5.748, -2.425, 2.101], [4.221, -1.554, 3.869], [-4.354, 2.108, -0.967], [2.329, -5.825, -0.792], [2.654, 4.411, -3.978], [4.988, -3.513, 0.917], [-1.030, -2.138, 4.697], [-1.273, -6.118, -0.614], [-1.124, 2.279, 4.071], [-1.713, 4.761, -4.258], [1.268, 1.575, -2.547], [2.233, 5.406, -2.561], [-3.992, -0.119, -1.975], [5.224, -1.799, 0.526], [-2.278, -3.914, 0.706], [-2.461, -1.734, -0.891], [-2.402, -1.312, 3.925], [1.664, -5.331, -2.361], [-2.755, 3.941, 3.259], [-3.697, 4.764, -2.775], [-0.189, 1.448, -0.251], [3.780, -0.734, -2.692], [2.513, -1.787, -3.342], [-2.460, -3.074, 4.205], [0.799, 4.150, -0.848], [1.499, -1.165, 4.045]]
}

---

# 2
{
  "formula": "C29H30N4O5RhSSi2",
  "method": "ωB97M-V with the def2-TZVPD basis set",
  "gap_ev": [4.86, 5.31],
  "charge": -1,
  "multiplicity": 5,
  "elements": ["Rh", "S", "Si", "Si", "O", "O", "O", "O", "O", "N", "N", "N", "N", "C", "C", "C", "C", "C", "C", "C", "C", "C", "C", "C", "C", "C", "C", "C", "C", "C", "C", "C", "C", "C", "C", "C", "C", "C", "C", "C", "C", "C", "H", "H", "H", "H", "H", "H", "H", "H", "H", "H", "H", "H", "H", "H", "H", "H", "H", "H", "H", "H", "H", "H", "H", "H", "H", "H", "H", "H", "H", "H"],
  "xyz": [[1.267, -0.145, 0.841], [3.429, -1.036, -0.604], [3.016, 0.311, 5.476], [-0.405, -0.156, -2.276], [0.417, -0.139, -0.889], [4.777, -1.424, -0.290], [3.185, 0.430, -0.369], [2.962, -1.458, -1.907], [2.445, -1.674, 0.453], [-0.741, -1.185, 1.598], [-2.816, -0.684, 2.265], [0.058, 1.428, 1.241], [-1.885, 2.333, 1.823], [-3.464, 2.690, -1.872], [-2.697, -2.083, 2.236], [2.521, -1.238, 6.384], [1.975, 0.069, 2.629], [-0.513, -4.302, -2.323], [-4.523, 1.940, -1.370], [2.379, 0.210, 3.772], [-1.679, -2.251, -3.784], [-1.211, 1.140, 1.649], [2.289, 1.454, -5.023], [-1.610, -0.171, 1.823], [-1.388, -4.603, -3.361], [-1.970, -3.574, -4.095], [-2.248, 2.075, -2.154], [-1.421, -2.349, 1.856], [-4.354, 0.577, -1.145], [-0.803, -1.930, -2.741], [-3.135, -0.030, -1.432], [-0.458, 1.120, -4.818], [0.359, 0.708, -3.756], [-2.060, 0.704, -1.951], [0.156, 2.794, 1.090], [4.867, 0.475, 5.443], [1.465, 1.852, -6.069], [-1.018, 3.369, 1.405], [1.744, 0.890, -3.873], [-0.221, -2.977, -2.016], [2.269, 1.783, 6.341], [0.087, 1.690, -5.963], [-5.173, -0.013, -0.748], [-2.883, 2.410, 1.814], [2.395, 0.569, -3.068], [-1.328, 4.399, 1.387], [-3.587, 3.753, -2.043], [-1.429, 2.674, -2.546], [1.892, 2.289, -6.964], [2.640, 1.868, 7.369], [-3.691, -0.200, 2.216], [1.178, 1.695, 6.377], [-1.536, 1.001, -4.749], [1.077, 3.255, 0.770], [5.312, -0.370, 4.906], [-3.015, -1.097, -1.254], [1.431, -1.333, 6.415], [5.288, 0.502, 6.454], [-0.054, -5.104, -1.754], [-5.475, 2.415, -1.158], [3.364, 1.577, -5.101], [-2.142, -1.454, -4.364], [-0.947, -3.314, 1.748], [5.164, 1.390, 4.920], [2.917, -2.123, 5.875], [2.511, 2.711, 5.812], [2.897, -1.235, 7.414], [-3.511, -2.728, 2.529], [-2.648, -3.804, -4.911], [-1.613, -5.635, -3.603], [0.480, -2.743, -1.220], [-0.562, 2.008, -6.771]]
}

---

# 3
{
  "formula": "C29H31BF2I2N3O6STi",
  "method": "ωB97M-V with the def2-TZVPD basis set",
  "gap_ev": 5.27,
  "charge": -1,
  "de_lowest_kj_mol": 176.07,
  "elements": ["I", "I", "Ti", "S", "F", "F", "O", "O", "O", "O", "O", "O", "N", "N", "N", "C", "C", "C", "C", "C", "C", "C", "C", "C", "C", "C", "C", "C", "C", "C", "C", "C", "C", "C", "C", "C", "C", "C", "C", "C", "C", "C", "C", "C", "B", "H", "H", "H", "H", "H", "H", "H", "H", "H", "H", "H", "H", "H", "H", "H", "H", "H", "H", "H", "H", "H", "H", "H", "H", "H", "H", "H", "H", "H", "H", "H"],
  "xyz": [[1.740, 2.781, -6.315], [-0.492, 2.363, -2.266], [-1.209, 0.826, -0.036], [-1.837, 1.724, 3.034], [-1.467, -0.953, 2.065], [-3.612, -0.954, 1.199], [-2.960, 0.844, 2.554], [0.071, 3.925, 0.872], [-2.795, 0.119, -1.252], [-0.317, -0.825, -0.554], [-3.038, 1.952, -0.119], [-1.215, 1.241, 4.225], [-0.106, -2.529, -2.049], [-0.418, -3.873, -2.117], [-0.863, 2.012, 1.794], [2.140, -2.549, -3.011], [1.401, -2.486, 2.145], [3.076, 2.678, -1.667], [1.398, -0.650, 3.824], [2.806, 1.668, -0.586], [2.497, 2.075, 0.707], [-1.245, -4.137, -1.062], [2.855, 0.298, -0.825], [-3.701, 5.171, 4.071], [-2.479, 3.341, 3.234], [-3.444, 3.807, 4.103], [0.890, -1.952, -2.910], [-0.653, -4.416, -3.449], [0.564, -0.808, -3.612], [-0.738, 3.413, 1.586], [2.764, -0.818, -4.567], [3.077, -1.976, -3.859], [-1.764, 4.163, 2.393], [2.134, -1.228, 2.615], [-2.994, 6.016, 3.216], [-3.470, 1.148, -0.985], [2.331, -0.215, 1.492], [-0.611, -2.008, -0.907], [1.516, -0.226, -4.438], [2.258, 1.157, 1.721], [-1.888, -5.472, -0.919], [-2.007, 5.523, 2.372], [-1.370, -3.032, -0.278], [2.633, -0.620, 0.192], [-2.514, -0.210, 1.486], [4.109, 3.034, -1.607], [1.297, 0.697, -4.973], [3.134, -1.531, 2.952], [2.369, -3.435, -2.431], [1.262, -3.175, 2.981], [-3.219, 7.075, 3.215], [0.422, -0.253, 3.536], [1.998, 1.532, 2.702], [2.910, 2.269, -2.664], [2.405, 3.135, 0.918], [4.058, -2.425, -3.953], [-0.687, -5.500, -3.379], [0.416, -2.217, 1.761], [3.057, -0.057, -1.828], [-3.979, 3.141, 4.766], [2.416, 3.538, -1.559], [-4.414, 1.341, -1.503], [1.960, 0.150, 4.307], [-2.333, -5.556, 0.069], [-1.589, -4.037, -3.867], [-1.163, -6.276, -1.047], [-1.443, 6.161, 1.705], [-1.907, -2.934, 0.649], [-4.462, 5.585, 4.720], [-0.413, -0.358, -3.495], [3.496, -0.353, -5.215], [1.942, -3.021, 1.363], [1.237, -1.432, 4.569], [2.685, -1.674, -0.053], [0.173, -4.129, -4.095], [-2.679, -5.604, -1.660]]
}

---

# 4
{
  "formula": "C29H31BNO24P",
  "method": "ωB97M-V with the def2-TZVPD basis set",
  "gap_ev": 7.22,
  "smiles": "CCOB(O)O[P@@](=O)(OO)OC[C@H](O)CN.O=C1C=C(O)C(=O)C=C1O.O=C1C=C(O)C(=O)C=C1O.O=C1C=C(O)C(=O)C=C1O.O=C1C=C(O)C(=O)C=C1O",
  "de_lowest_kj_mol": 0.00,
  "elements": ["P", "O", "O", "O", "O", "O", "O", "O", "O", "O", "O", "O", "O", "O", "O", "O", "O", "O", "O", "O", "O", "O", "O", "O", "O", "N", "C", "C", "C", "C", "C", "C", "C", "C", "C", "C", "C", "C", "C", "C", "C", "C", "C", "C", "C", "C", "C", "C", "C", "C", "C", "C", "C", "C", "C", "B", "H", "H", "H", "H", "H", "H", "H", "H", "H", "H", "H", "H", "H", "H", "H", "H", "H", "H", "H", "H", "H", "H", "H", "H", "H", "H", "H", "H", "H", "H", "H"],
  "xyz": [[-0.815, -2.094, 0.848], [5.399, -5.217, 6.543], [-1.526, -0.299, -14.998], [-2.239, -2.327, 1.120], [-4.210, 1.282, -5.662], [0.122, -1.466, 1.959], [5.267, -5.524, 3.975], [-3.101, 2.929, 9.936], [-0.910, -2.419, -13.651], [-0.881, 2.915, -8.541], [1.529, 0.053, 9.701], [0.021, -3.481, 0.650], [-2.947, 2.432, -3.716], [3.893, -0.769, 6.276], [0.313, 1.001, -0.079], [-0.636, -4.221, -0.404], [-1.130, 2.495, -11.255], [-0.011, 0.241, 7.628], [-0.502, -1.242, -0.436], [0.427, 4.004, -6.587], [-1.538, 2.784, 11.991], [-1.654, -0.204, 3.730], [1.590, -0.520, -1.373], [3.699, -1.099, 3.718], [-0.426, 0.325, -9.868], [0.994, 0.970, 3.458], [-1.662, 1.591, 8.644], [-0.684, 0.135, -11.040], [-1.993, 1.462, -0.814], [4.480, -3.328, 3.672], [-0.015, -1.923, 3.319], [0.584, 0.198, 4.618], [4.665, -2.971, 6.580], [-3.106, 1.928, -5.983], [-2.409, 2.571, -4.799], [-0.693, 3.376, -6.270], [-1.081, 1.336, -11.881], [-0.982, 1.484, 0.322], [-1.299, -0.081, -13.819], [-0.497, -0.830, 4.264], [-2.626, 2.021, -7.233], [-1.173, 3.288, -5.021], [-0.430, 0.842, 8.604], [4.243, -1.959, 5.811], [-1.132, 2.164, 11.025], [4.907, -4.341, 4.442], [-1.406, 2.754, -7.451], [-0.924, -1.279, -12.976], [0.094, 1.400, 10.987], [-0.636, -1.170, -11.673], [5.015, -4.226, 5.949], [4.116, -2.083, 4.305], [-1.367, 1.214, -13.190], [-2.000, 2.216, 9.782], [0.431, 0.775, 9.850], [0.477, -0.228, -0.608], [-0.895, 2.413, -10.304], [-0.364, -2.020, -11.062], [4.395, -3.403, 2.597], [5.524, -6.058, 4.752], [-1.326, -4.684, 0.095], [-2.275, 1.626, 7.754], [-2.821, 2.128, -0.550], [-0.749, -1.347, 5.201], [3.631, -0.240, 5.494], [0.702, 1.359, 11.880], [-0.813, 2.511, 0.653], [-0.674, 3.730, -4.171], [1.382, -0.711, -2.289], [-1.155, -2.186, -14.569], [1.527, -0.271, 8.779], [4.757, -2.893, 7.654], [1.730, 0.526, 2.927], [1.242, 1.919, 3.685], [-3.082, 3.265, 10.854], [-2.337, -0.184, 4.401], [0.161, 0.867, 5.368], [-1.649, 2.062, -13.799], [-1.347, 0.948, 1.199], [1.410, -0.342, 5.105], [-2.424, 0.465, -0.939], [0.976, -2.255, 3.644], [0.534, 3.912, -7.553], [-4.315, 1.380, -4.694], [-3.114, 1.567, -8.084], [-1.567, 1.813, -1.754], [-0.685, -2.786, 3.342]]
}

---

# 5
{
  "formula": "C29H31Cl4F4NO",
  "method": "ωB97M-V with the def2-TZVPD basis set",
  "gap_ev": 7.37,
  "de_lowest_kj_mol": 4733.71,
  "elements": ["Cl", "Cl", "Cl", "Cl", "F", "F", "F", "F", "O", "N", "C", "C", "C", "C", "C", "C", "C", "C", "C", "C", "C", "C", "C", "C", "C", "C", "C", "C", "C", "C", "C", "C", "C", "C", "C", "C", "C", "C", "C", "H", "H", "H", "H", "H", "H", "H", "H", "H", "H", "H", "H", "H", "H", "H", "H", "H", "H", "H", "H", "H", "H", "H", "H", "H", "H", "H", "H", "H", "H", "H"],
  "xyz": [[3.503, -0.997, 1.824], [-0.600, 0.035, 1.147], [1.713, 1.058, -0.292], [2.634, 1.548, 2.634], [-1.910, 3.841, 0.687], [0.474, -2.104, -0.113], [0.855, -0.690, -1.270], [2.187, -1.410, 0.369], [2.174, 3.502, 2.947], [0.201, 2.362, 2.934], [-4.541, 1.455, 1.453], [-1.372, -4.310, -2.264], [4.450, -1.110, -0.233], [2.582, -1.063, -1.895], [-1.491, -0.451, -1.012], [-1.924, 1.429, 0.499], [1.163, 3.139, 3.540], [-0.549, -0.126, -3.174], [-0.365, -0.408, -1.835], [-1.860, -2.481, -0.293], [3.619, 0.712, 1.435], [-2.583, 2.660, 0.844], [-3.970, 0.238, 1.059], [-2.661, -4.148, -1.744], [-1.843, 0.229, -3.611], [3.562, -0.909, -2.884], [5.364, -0.911, -1.210], [-3.846, 2.679, 1.459], [0.313, 1.913, 1.549], [3.105, -1.217, -0.575], [-2.670, 0.301, 0.637], [-2.945, 0.261, -2.782], [-0.596, -2.710, -0.744], [-0.340, -3.587, -1.775], [0.926, 3.752, 4.861], [-2.950, -3.207, -0.818], [-2.752, -0.083, -1.470], [4.895, -0.849, -2.547], [1.028, -0.241, 0.622], [-3.657, -0.065, -0.881], [1.799, 4.319, 5.184], [6.389, -0.876, -0.873], [-0.558, 2.150, 3.566], [4.782, -1.035, 0.791], [-0.588, 2.181, 0.996], [-5.539, 1.336, 1.850], [-2.219, -0.645, 0.375], [-4.481, -0.696, 0.877], [3.311, -0.941, -3.934], [1.245, 2.277, 1.117], [0.449, 0.834, 1.617], [-3.987, 0.436, -3.005], [-1.229, -4.993, -3.088], [5.588, -0.816, -3.375], [-4.262, 3.618, 1.794], [-1.376, -0.428, 0.061], [-2.011, -1.757, 0.495], [-3.979, -3.062, -0.526], [3.235, 0.784, 0.417], [1.629, -0.365, 1.523], [4.638, 1.096, 1.381], [1.532, -1.153, -2.133], [0.897, 3.047, 5.692], [-3.496, -4.632, -2.229], [-0.008, 4.312, 4.915], [0.295, -0.065, -3.845], [0.615, -3.761, -2.249], [-0.905, 1.379, 0.143], [-1.916, 0.548, -4.640], [0.833, -1.131, 0.024]]
}

---

# 6
{
  "formula": "C29H31N3O3S",
  "method": "ωB97M-V with the def2-TZVPD basis set",
  "gap_ev": 2.88,
  "de_lowest_kj_mol": 189.32,
  "elements": ["S", "O", "O", "O", "N", "N", "N", "C", "C", "C", "C", "C", "C", "C", "C", "C", "C", "C", "C", "C", "C", "C", "C", "C", "C", "C", "C", "C", "C", "C", "C", "C", "C", "C", "C", "C", "H", "H", "H", "H", "H", "H", "H", "H", "H", "H", "H", "H", "H", "H", "H", "H", "H", "H", "H", "H", "H", "H", "H", "H", "H", "H", "H", "H", "H", "H", "H"],
  "xyz": [[-2.020, -1.533, -3.293], [4.774, 3.339, 0.755], [-5.851, -4.257, 3.065], [-5.094, -3.179, 4.810], [1.990, 1.061, 0.719], [3.253, 2.370, 2.212], [-5.040, -3.479, 3.602], [-7.983, -1.594, -3.453], [5.990, 2.743, -3.204], [-3.687, -1.544, -3.371], [4.057, 0.699, -0.669], [1.049, 0.257, 0.158], [0.038, -0.335, 0.889], [-5.794, -0.364, -3.433], [4.950, 2.129, -2.535], [-3.991, -2.898, 2.789], [-0.929, -1.199, 0.420], [2.066, 1.469, 2.169], [-4.395, -2.754, -3.399], [7.292, 2.540, -2.798], [-6.493, -1.570, -3.440], [3.720, 3.023, 3.422], [7.550, 1.708, -1.729], [3.116, 1.719, -0.019], [3.847, 2.595, 0.989], [0.842, 2.290, 2.570], [-5.771, -2.761, -3.430], [-4.417, -0.346, -3.402], [-2.059, -1.491, 2.619], [-3.905, -3.181, 1.433], [-3.061, -2.048, 3.370], [2.336, 0.263, 3.062], [-1.948, -1.765, 1.237], [5.193, 1.314, -1.440], [6.509, 1.100, -1.056], [-2.910, -2.628, 0.670], [-4.642, -3.838, 1.004], [-8.371, -2.112, -2.574], [-1.351, -0.836, 3.094], [5.784, 3.397, -4.034], [3.278, -0.197, 2.768], [2.943, 3.674, 3.818], [0.910, 2.616, 3.606], [-8.394, -0.583, -3.455], [-6.309, -3.695, -3.446], [0.792, 3.179, 1.944], [3.932, 2.283, -2.852], [-3.158, -1.843, 4.423], [1.102, 0.078, -0.899], [4.605, 3.616, 3.200], [-6.347, 0.560, -3.449], [0.001, -0.096, 1.931], [8.103, 3.036, -3.307], [8.566, 1.545, -1.410], [3.969, 2.277, 4.174], [2.420, 0.558, 4.106], [-0.092, 1.750, 2.445], [1.565, -0.498, 2.988], [-3.840, -3.678, -3.399], [6.711, 0.457, -0.217], [-8.355, -2.110, -4.340], [2.679, 2.368, -0.789], [-3.880, 0.589, -3.401], [3.485, 0.039, -1.330], [-2.857, -2.833, -0.384], [-0.936, -1.458, -0.625], [4.462, 0.061, 0.123]]
}

---

> Which formula does entry 5 have?

C29H31Cl4F4NO